C31H53BN8O2W | ωB97M-V with the def2-TZVPD basis set

Geometry as XYZ:
```
96
Properties=species:S:1:pos:R:3:forces:R:3:mulliken_charge:R:1
W -0.2276 0.3307 0.1115 0.51 -0.39 -0.19 -1.587
C 1.5665 2.3766 0.0436 0.01 0.00 0.02 -0.015
C 2.9666 1.9018 0.3817 0.01 -0.01 -0.01 0.590
C 3.5489 2.6788 1.5642 0.00 -0.01 -0.01 -1.444
C 2.9351 0.4292 0.6225 -0.01 0.00 0.03 -0.744
C 3.9461 -0.4564 0.9444 0.05 -0.01 -0.03 -0.940
C 3.3682 -1.7241 0.9319 -0.09 0.01 0.04 0.191
C 3.9884 -3.0400 1.2803 0.02 -0.01 0.04 1.481
C 3.8187 -3.2652 2.7905 0.01 0.00 -0.04 -1.523
C 5.4583 -3.0959 0.8711 -0.03 -0.01 -0.01 -1.868
N 2.0632 -1.5852 0.6398 0.13 0.01 -0.08 0.878
N 1.7820 -0.2583 0.4674 0.04 0.02 0.13 0.067
B 1.0170 -2.5948 0.0990 -0.07 -0.05 0.00 0.109
N -0.2155 -2.4971 1.1024 0.09 0.01 -0.07 0.765
N -0.4424 -1.1947 1.4998 -0.11 -0.07 -0.01 1.047
C -0.9180 -1.1981 2.7510 0.05 0.06 0.03 -0.584
C -1.0332 -2.5095 3.1758 -0.01 -0.06 -0.09 -1.095
C -0.5793 -3.3076 2.1305 -0.05 -0.01 0.12 -0.118
C -0.5770 -4.8112 2.1959 0.02 0.00 -0.04 0.397
C -0.4720 -5.5490 0.8694 -0.02 0.04 0.02 -1.503
C 0.4836 -5.3111 3.1839 0.03 0.00 -0.01 -1.488
C -1.2080 0.0771 3.4808 0.01 -0.01 -0.01 0.286
C -2.7092 0.3708 3.5252 0.00 0.00 -0.01 -1.264
C -0.4129 1.2352 2.8835 -0.05 -0.04 0.02 -1.469
N 0.6657 -2.1046 -1.3446 -0.03 0.12 0.06 1.000
N 0.1965 -0.8140 -1.5437 0.00 -0.06 -0.12 0.888
C 0.1172 -0.5925 -2.8785 0.06 0.02 0.19 -0.280
C 0.5852 -1.7182 -3.5254 -0.03 0.02 -0.11 -1.240
C 0.9462 -2.6370 -2.5524 0.07 -0.04 0.04 -0.033
C 1.6314 -3.9396 -2.8588 0.00 -0.04 0.00 0.057
C 0.8402 -5.1849 -2.4674 -0.03 0.00 -0.03 -1.535
C 3.0670 -3.9660 -2.3253 -0.02 -0.01 0.04 -1.391
C -0.3770 0.6802 -3.4975 0.03 -0.05 -0.07 1.534
C -1.1072 0.3897 -4.8106 -0.01 -0.01 0.04 -1.712
C 0.7855 1.6499 -3.7414 -0.05 0.02 -0.03 -1.093
H 1.5119 3.3714 -0.3952 -0.03 0.00 0.00 0.617
H 0.9380 2.4317 0.9391 0.00 0.00 -0.01 0.221
H 1.1413 1.7501 -0.7814 -0.03 0.03 -0.07 -0.785
H 3.6071 2.0632 -0.4906 0.00 0.01 0.01 0.553
H 2.9440 2.5319 2.4616 0.00 0.00 0.00 0.310
H 3.5807 3.7443 1.3405 0.00 0.00 0.00 0.447
H 4.5634 2.3500 1.7824 0.00 0.01 0.01 0.424
H 4.9781 -0.2229 1.1416 0.00 0.02 -0.01 0.599
H 3.4441 -3.8234 0.7485 0.01 0.02 0.08 -0.447
H 4.3787 -2.5136 3.3490 -0.01 0.00 0.02 0.365
H 4.2009 -4.2469 3.0693 0.00 0.00 0.00 0.429
H 2.7701 -3.2041 3.0877 0.01 0.00 0.02 0.308
H 6.0504 -2.3661 1.4252 0.00 0.00 0.00 0.373
H 5.5864 -2.9082 -0.1952 0.01 0.00 0.00 0.363
H 5.8649 -4.0813 1.0943 0.00 0.00 0.00 0.446
H 1.4392 -3.6955 0.0606 -0.04 -0.01 0.05 -0.450
H -1.3993 -2.8603 4.1264 -0.01 0.02 0.01 0.681
H -1.5559 -5.0431 2.6268 0.00 0.01 0.02 0.724
H 0.5621 -5.6047 0.5398 0.02 0.00 -0.01 0.134
H -1.0721 -5.0839 0.0849 0.01 -0.02 -0.03 0.277
H -0.8247 -6.5716 0.9966 -0.02 0.01 0.00 0.508
H 1.4881 -5.1337 2.7952 -0.01 0.00 -0.01 0.242
H 0.3649 -6.3844 3.3282 0.01 0.00 0.01 0.424
H 0.4002 -4.8273 4.1567 0.00 0.00 0.00 0.424
H -0.8531 -0.0692 4.5039 -0.01 0.01 0.01 0.634
H -3.1097 0.4660 2.5132 0.00 0.01 0.00 0.087
H -2.9015 1.2999 4.0612 -0.01 0.00 0.00 0.411
H -3.2510 -0.4293 4.0271 0.00 0.00 0.00 0.475
H -0.8464 1.5488 1.9067 -0.02 0.09 -0.06 0.384
H 0.6506 1.0022 2.7981 0.00 0.01 -0.01 0.398
H -0.5127 2.1418 3.4814 0.00 0.01 -0.01 0.572
H 0.6724 -1.8669 -4.5879 -0.02 0.01 0.00 0.559
H 1.6972 -3.9372 -3.9491 0.00 0.02 0.00 0.701
H 0.8690 -5.3563 -1.3964 -0.01 0.01 0.02 0.111
H 1.2772 -6.0562 -2.9542 0.01 0.00 0.01 0.496
H -0.2012 -5.1148 -2.7848 0.01 0.00 0.00 0.378
H 3.0887 -4.0346 -1.2362 0.01 -0.01 -0.14 0.198
H 3.6199 -3.0768 -2.6309 0.02 0.01 0.00 0.378
H 3.5849 -4.8380 -2.7234 0.01 0.00 0.00 0.515
H -1.0865 1.1383 -2.8099 -0.01 0.06 0.01 -0.319
H -0.4201 0.0024 -5.5638 0.00 -0.01 0.00 0.362
H -1.5365 1.3099 -5.2043 0.00 0.00 0.00 0.443
H -1.9101 -0.3349 -4.6726 0.00 0.00 -0.01 0.417
H 1.5055 1.2064 -4.4304 0.02 0.01 0.01 0.404
H 1.3123 1.9190 -2.8254 0.02 -0.02 0.00 0.002
H 0.4102 2.5700 -4.1881 0.01 0.00 0.01 0.421
C -4.4784 -0.1051 -0.7241 -0.07 0.26 0.07 -1.822
C -3.0696 0.2393 -0.4082 0.24 -0.47 0.33 0.406
N -2.1071 -0.6099 -0.4088 0.01 0.53 -0.21 1.034
O -2.3436 -1.8635 -0.8969 -0.02 -0.03 0.06 -0.623
C -2.5632 1.5744 -0.0532 -0.32 0.11 -0.41 0.301
C -3.4182 2.6388 0.5327 -0.01 0.06 -0.05 -1.866
N -1.3783 1.8978 -0.6292 -0.44 -0.17 0.42 0.977
O -1.0454 3.0886 -0.7594 0.12 0.05 0.03 -0.693
H -4.5249 -1.0208 -1.3038 -0.02 -0.02 -0.02 0.484
H -4.9654 0.7084 -1.2610 0.03 0.01 0.00 0.446
H -5.0320 -0.2587 0.2068 0.01 0.00 0.00 0.315
H -1.6448 -2.4180 -0.5093 -0.01 -0.01 0.00 0.225
H -4.1774 2.2175 1.1895 -0.01 0.00 -0.01 0.409
H -3.9176 3.2149 -0.2515 0.02 0.00 -0.01 0.404
H -2.7992 3.3479 1.0841 -0.01 0.00 0.01 0.427
```
Forces are in eV/Å.

As for the relative energy (zero: lowest compared OMol25 entry of this formula, charge and spin): 117.2 kJ/mol. The HOMO energy (alpha / beta) is -14.3 / -14.4 eV. As for the total charge: +2. The calculation puts the frontier orbital gap (alpha / beta) at 6.89 / 6.94 eV. For the LUMO energy (alpha / beta), the calculation gives -7.4 / -7.4 eV.